(1)
CH3ClO3S in the gas phase in a non-equilibrium geometry, computed with the ωB97M-V functional and the def2-TZVPD basis.

Each line ends with the natural charge from an NBO analysis.
Element x y z (Å)
C: -0.585 -0.756 0.862  -0.286
O: 0.045 -0.259 -1.705  -0.885
O: 0.089 2.288 -1.224  -0.823
O: -0.181 0.573 0.582  -0.680
S: 0.311 0.843 -0.859  2.293
Cl: 2.378 0.572 -0.535  -0.257
H: 0.003 -1.205 1.634  0.200
H: -0.484 -1.287 -0.101  0.232
H: -1.575 -0.768 1.345  0.207

As for the charge: 0. The HOMO-LUMO gap is 11.6070 eV. The structure (SMILES) is COS(=O)(=O)Cl. The energy relative to the best compared isomer or geometry (same formula, charge and spin) is 7.54 kcal per mole. The value obtained for the HOMO energy is -11.620 eV.

(2)
A molecular structure, C46H36Br2N3OsP in a non-equilibrium geometry, computed with the ωB97M-V functional and the def2-TZVPD basis.

Each line ends with the Löwdin spin population.
Element x y z (Å)
Os: -0.489 0.124 -0.239  2.043
C: 0.468 -2.905 1.976  0.008
C: 1.865 -2.471 2.307  0.002
C: 2.737 -3.375 2.905  0.001
C: 4.047 -3.033 3.202  0.000
C: 4.519 -1.765 2.896  0.001
C: 3.669 -0.854 2.298  0.007
C: 2.342 -1.190 2.007  0.023
P: 1.355 0.158 1.316  0.085
C: 2.524 1.088 0.316  0.220
C: 2.778 2.413 0.503  0.027
C: 3.455 3.167 -0.474  0.312
C: 3.744 2.582 -1.720  0.008
C: 3.511 1.265 -1.974  0.234
C: 3.047 0.335 -0.882  0.087
C: 2.207 -2.097 -1.417  0.052
C: 0.814 1.284 2.595  0.004
C: 1.335 1.387 3.878  0.002
C: 0.865 2.386 4.717  0.002
C: -0.095 3.277 4.256  0.001
C: -0.605 3.174 2.967  0.001
C: -0.160 2.166 2.119  0.001
C: -0.714 1.982 0.730  0.023
H: 0.368 -3.983 2.092  0.001
H: 0.224 -2.649 0.943  0.005
H: -0.267 -2.426 2.628  0.000
H: 2.381 -4.371 3.134  0.000
H: 4.700 -3.761 3.664  0.000
H: 5.540 -1.487 3.120  0.000
H: 4.036 0.139 2.060  0.002
H: 2.416 2.914 1.394  -0.003
H: 3.671 4.210 -0.295  0.017
H: 4.148 3.203 -2.511  -0.005
H: 4.647 1.118 -3.759  0.005
H: 3.019 -2.348 -2.108  0.020
H: 1.321 -2.648 -1.727  0.000
H: 2.520 -2.445 -0.430  0.010
H: 2.092 0.691 4.217  0.000
H: 1.248 2.475 5.724  0.000
H: -0.456 4.058 4.912  0.000
H: -1.357 3.876 2.626  0.000
H: -0.314 2.757 0.060  0.016
H: -1.794 2.176 0.754  0.010
Br: -4.319 -3.358 4.502  0.003
C: -3.386 -2.355 3.226  0.007
C: -2.960 -1.065 3.510  0.001
C: -2.249 -0.384 2.543  0.015
N: -1.973 -0.900 1.341  0.092
C: -2.414 -2.133 1.054  0.011
C: -3.110 -2.896 1.979  0.003
C: -2.137 -2.609 -0.324  0.008
C: -2.680 -3.794 -0.795  0.000
C: -2.489 -4.156 -2.123  0.007
Br: -3.206 -5.753 -2.781  0.003
C: -1.778 -3.301 -2.949  -0.001
C: -1.258 -2.148 -2.400  0.011
N: -1.399 -1.805 -1.116  0.038
H: -3.166 -0.603 4.464  0.000
H: -1.876 0.609 2.748  0.001
H: -3.437 -3.899 1.755  0.000
H: -3.267 -4.432 -0.155  0.000
H: -1.625 -3.524 -3.994  0.000
H: -0.686 -1.465 -3.014  0.001
C: 3.744 0.674 -3.333  0.036
C: 2.641 0.833 -4.350  0.034
C: 1.318 0.932 -4.196  0.001
C: 0.534 0.840 -2.952  0.045
C: 0.901 0.037 -1.946  -0.014
C: 1.988 -0.621 -1.432  0.347
C: -0.786 1.478 -2.865  0.013
C: -1.217 2.410 -3.827  0.003
C: -2.461 2.960 -3.718  0.010
C: -3.314 2.554 -2.673  0.004
C: -4.634 3.044 -2.554  0.002
C: -5.450 2.605 -1.551  0.002
C: -4.972 1.651 -0.634  0.003
C: -3.693 1.167 -0.716  0.007
C: -2.827 1.615 -1.732  0.010
N: -1.545 1.128 -1.822  0.029
H: 3.968 -0.397 -3.250  0.005
H: 2.998 0.856 -5.374  0.002
H: 0.732 1.043 -5.101  0.001
H: 3.903 -0.289 -0.566  0.032
H: -0.549 2.700 -4.622  0.000
H: -2.804 3.698 -4.431  0.000
H: -4.983 3.768 -3.278  0.000
H: -6.461 2.976 -1.462  0.000
H: -5.631 1.289 0.144  0.000
H: -3.348 0.427 -0.010  0.003

Its spin multiplicity is 5. As for the charge: +2. The HOMO-LUMO gap (spin up / spin down) is 5.9245 / 6.6539 eV. The expectation value of S² is 6.091. The value obtained for the HOMO energy (spin up / spin down) is -11.742 / -13.673 eV.

(3)
C6H5IO2 in the gas phase in a non-equilibrium geometry, computed with the ωB97M-V functional and the def2-TZVPD basis.

Each line ends with the natural charge from an NBO analysis.
Element x y z (Å)
C: -1.728 -0.155 -0.567  -0.319
C: -0.511 0.523 -0.792  -0.301
C: -1.308 -1.217 0.229  0.095
C: 0.463 -0.040 0.037  0.270
C: 2.922 -0.601 -0.240  0.468
C: 1.897 0.486 0.212  -0.573
O: 2.713 -1.387 -1.088  -0.483
O: -0.015 -1.147 0.592  -0.388
I: 4.792 -0.435 0.726  0.038
H: -2.745 0.190 -0.727  0.241
H: -0.401 1.514 -1.225  0.220
H: -1.854 -2.066 0.627  0.202
H: 2.108 1.029 1.194  0.257
H: 1.883 1.425 -0.502  0.273

As for the charge: 0. The HOMO-LUMO gap is 9.1593 eV. The structure (SMILES) is O=C(I)Cc1ccco1. The energy relative to the best compared isomer or geometry (same formula, charge and spin) is 0.00 kcal per mole. The value obtained for the HOMO energy is -8.702 eV.

(4)
C4H5N3 in the gas phase, computed with the ωB97M-V functional and the def2-TZVPD basis.

Each line ends with the natural charge from an NBO analysis.
Element x y z (Å)
N: 1.931 0.996 0.549  -0.730
C: 0.965 1.003 -0.337  0.147
C: 0.173 -0.304 -0.072  -0.307
N: -0.832 0.062 0.928  -0.409
C: -1.943 -0.136 0.327  0.222
N: -1.894 -0.623 -1.010  -0.442
C: -0.636 -0.752 -1.227  0.152
H: 2.054 0.208 1.178  0.365
H: 2.529 1.795 0.709  0.396
H: 0.746 -1.167 0.325  0.211
H: -2.924 -0.008 0.779  0.195
H: -0.168 -1.074 -2.149  0.201

As for the charge: 0. The HOMO-LUMO gap is 9.5757 eV. The energy relative to the best compared isomer or geometry (same formula, charge and spin) is 77.56 kcal per mole. The value obtained for the HOMO energy is -8.982 eV.

Looking at energy for the records above, in order, we have -1123.953332, -7518.274544, -679.754996, -319.588615 Eh.